# 1
The following is a DFT calculation (ωB97M-V with the def2-TZVPD basis set) of the ion CN4S2 with charge -2 in a non-equilibrium geometry.

Results
- LUMO energy (eV) = 5.998
- energy relative to the best compared isomer or geometry (same formula, charge and spin) (kJ/mol) = 59.6
- SMILES = [S-]c1nnn([S-])n1
- HOMO-LUMO gap (eV) = 5.422
- charge = -2
- calculated total energy (eV) = -28665.3786

Last column: Mulliken charge in e.
Geometry (Å):
S -2.481 1.239 -0.311  -0.687
C -0.918 0.593 -0.205  0.158
N 0.119 0.955 -1.006  -0.360
N 1.143 0.225 -0.619  -0.393
N 0.737 -0.495 0.374  0.269
S 1.923 -2.177 1.084  -0.547
N -0.524 -0.340 0.683  -0.440

=====

# 2
The following is a DFT calculation (ωB97M-V with the def2-TZVPD basis set) of a cluster of 7 separate species, C35H80Cl4N6 in total in a non-equilibrium geometry.

Results
- LUMO energy (eV) = 0.245
- energy relative to the best compared isomer or geometry (same formula, charge and spin) (kJ/mol) = 0.0
- SMILES = ClC(Cl)(Cl)Cl.c1cc[nH]c1.CCN(CC)CC.CCN(CC)CC.CCN(CC)CC.CCN(CC)CC.CCN(CC)CC
- HOMO-LUMO gap (eV) = 8.346
- charge = 0
- calculated total energy (eV) = -96620.6508

Last column: Mulliken charge in e.
Geometry (Å):
Cl 0.561 1.511 1.091  0.122
C -0.129 0.186 0.135  -0.089
Cl -1.822 0.488 -0.211  -0.074
Cl 0.751 0.197 -1.441  -0.141
Cl 0.107 -1.361 0.903  0.009
C 1.720 2.157 4.495  0.352
C 2.189 1.717 5.757  -0.881
C 2.735 2.802 6.394  -0.505
N 2.594 3.875 5.565  0.022
C 2.014 3.482 4.389  -0.965
H 1.222 1.574 3.740  0.493
H 2.109 0.723 6.165  0.422
H 3.331 2.857 7.288  0.388
H 3.000 4.782 5.711  0.235
H 1.842 4.178 3.587  0.469
C -1.797 -7.500 -1.745  -1.417
C -0.621 -6.513 -1.774  -0.085
N -0.214 -6.107 -0.452  0.106
C 1.186 -5.796 -0.342  -0.936
C 1.605 -4.531 -1.077  -0.626
C -1.121 -5.175 0.189  0.619
C -0.764 -4.843 1.642  -1.774
H -2.657 -7.047 -1.259  0.242
H -1.478 -8.335 -1.115  0.364
H -2.029 -7.872 -2.739  0.416
H 0.225 -6.997 -2.263  0.525
H -0.907 -5.643 -2.397  -0.071
H 1.370 -5.704 0.733  0.405
H 1.774 -6.679 -0.603  0.490
H 1.190 -3.667 -0.556  -0.025
H 2.684 -4.417 -1.172  0.446
H 1.171 -4.547 -2.078  0.240
H -2.104 -5.655 0.154  0.203
H -1.267 -4.237 -0.389  -0.015
H 0.070 -4.141 1.664  0.261
H -0.501 -5.761 2.168  0.423
H -1.619 -4.393 2.144  0.330
C -1.735 -2.045 -3.130  0.183
C -2.119 -1.108 -4.272  -1.206
N -3.523 -1.259 -4.623  0.331
C -4.364 -0.155 -4.192  -0.795
C -4.390 0.060 -2.702  -0.660
C -3.754 -1.558 -6.038  -0.483
C -3.063 -2.818 -6.490  -1.220
H -2.320 -1.814 -2.242  -0.464
H -0.687 -2.022 -2.821  0.304
H -1.974 -3.069 -3.431  0.103
H -1.954 -0.079 -3.920  0.366
H -1.474 -1.298 -5.126  0.462
H -4.062 0.771 -4.716  0.340
H -5.387 -0.399 -4.490  0.476
H -5.130 0.816 -2.438  0.520
H -4.534 -0.885 -2.176  0.051
H -3.444 0.441 -2.293  -0.024
H -3.480 -0.700 -6.677  0.326
H -4.831 -1.718 -6.142  0.393
H -3.229 -3.640 -5.794  0.254
H -1.981 -2.703 -6.592  0.308
H -3.421 -3.115 -7.478  0.428
C -6.962 -1.833 2.517  -1.316
C -6.797 -2.522 1.170  -0.456
N -5.439 -2.956 0.892  0.181
C -4.500 -1.828 0.878  0.778
C -3.533 -1.853 2.024  -0.654
C -5.417 -3.807 -0.297  -0.834
C -4.041 -4.295 -0.677  -0.322
H -6.541 -0.831 2.506  0.281
H -6.608 -2.466 3.327  0.309
H -8.042 -1.706 2.654  0.465
H -7.472 -3.379 1.161  0.462
H -7.155 -1.795 0.408  0.315
H -3.942 -1.803 -0.061  -1.095
H -5.091 -0.902 0.815  0.453
H -3.984 -1.820 3.018  0.361
H -2.865 -2.715 1.984  -0.212
H -2.877 -0.974 2.008  0.201
H -5.897 -3.276 -1.142  0.351
H -6.042 -4.678 -0.076  0.492
H -3.443 -3.479 -1.094  -0.367
H -4.072 -5.006 -1.505  0.497
H -3.480 -4.684 0.173  0.079
C 3.838 0.428 1.588  -0.726
C 4.274 1.624 0.755  -0.047
N 5.437 2.373 1.190  0.235
C 6.694 1.642 1.246  -0.329
C 6.924 0.673 0.102  -1.345
C 5.138 3.054 2.444  0.509
C 6.208 4.015 2.903  -1.473
H 4.576 -0.383 1.611  0.326
H 2.969 -0.059 1.136  0.225
H 3.562 0.644 2.621  0.070
H 4.444 1.271 -0.266  0.507
H 3.417 2.292 0.615  -0.577
H 6.866 1.146 2.215  0.368
H 7.502 2.374 1.131  0.383
H 7.147 1.195 -0.832  0.327
H 6.073 0.017 -0.064  0.281
H 7.792 0.028 0.256  0.386
H 4.181 3.566 2.291  -0.242
H 4.910 2.345 3.263  0.214
H 6.031 4.410 3.899  0.385
H 7.192 3.547 2.850  0.443
H 6.307 4.860 2.209  0.289
C 0.171 4.900 -0.159  -1.303
C 1.624 5.162 0.238  0.563
N 1.998 6.555 0.184  -0.020
C 2.017 7.004 -1.208  -0.203
C 2.241 8.498 -1.366  -1.487
C 3.340 6.754 0.747  -0.361
C 3.441 6.505 2.237  -1.012
H -0.044 5.143 -1.202  0.396
H -0.429 5.553 0.478  0.367
H -0.114 3.854 -0.072  0.160
H 1.698 4.814 1.270  -0.433
H 2.322 4.520 -0.335  0.194
H 2.803 6.447 -1.765  0.323
H 1.092 6.737 -1.713  0.334
H 1.901 8.834 -2.349  0.432
H 1.658 9.030 -0.611  0.355
H 3.288 8.802 -1.338  0.345
H 3.543 7.812 0.572  0.364
H 4.090 6.146 0.215  0.332
H 2.853 7.200 2.827  0.356
H 4.500 6.493 2.512  0.338
H 3.164 5.474 2.473  -0.191

=====

# 3
The following is a DFT calculation (ωB97M-V with the def2-TZVPD basis set) of a cluster of 12 separate species, C27H67F2N9O21S2 in total in a non-equilibrium geometry.

Results
- LUMO energy (eV) = -7.172
- energy relative to the best compared isomer or geometry (same formula, charge and spin) (kJ/mol) = 1415.4
- HOMO-LUMO gap (eV) = 1.782
- charge = +4
- calculated total energy (eV) = -112543.9576

Last column: Mulliken charge in e.
Geometry (Å):
N 2.011 1.411 -0.321  -0.188
S 0.891 0.496 -0.532  0.981
O -0.409 0.909 0.035  -0.551
O 1.237 -0.960 -0.670  -0.562
F 0.824 0.871 -2.112  -0.325
S 1.981 1.084 1.322  1.087
O 2.255 -0.234 1.986  -0.573
O 1.088 1.920 2.070  -0.584
F 3.380 1.791 1.533  -0.283
C 4.550 -9.753 2.609  -1.134
C 4.583 -8.313 2.144  0.553
O 3.587 -7.589 2.349  -0.404
N 5.857 -7.828 1.538  -0.102
H 6.698 -8.296 1.844  0.384
H 5.736 -7.892 0.538  0.407
C 6.026 -6.330 1.747  -0.887
H 3.643 -10.321 2.814  0.356
H 5.427 -10.026 3.196  0.330
H 4.768 -10.317 1.702  0.395
H 5.165 -5.757 1.404  0.378
H 6.915 -5.994 1.214  0.367
H 6.201 -6.086 2.795  0.353
C 4.449 7.770 -0.273  -1.008
C 3.041 7.451 0.223  0.596
O 2.641 7.553 1.379  -0.398
N 1.971 6.937 -0.858  -0.228
H 2.133 7.080 -1.844  0.411
H 2.136 5.943 -0.795  0.357
C 0.508 7.336 -0.538  -0.758
H 4.764 6.727 -0.272  0.326
H 5.103 8.379 0.351  0.332
H 4.539 8.070 -1.318  0.335
H 0.472 8.372 -0.200  0.314
H 0.163 6.565 0.151  0.330
H 0.074 7.105 -1.511  0.391
C 1.167 2.529 -11.482  -0.943
C 0.300 2.345 -10.281  0.513
O 0.459 1.642 -9.367  -0.365
N -0.954 3.253 -10.138  -0.249
H -1.603 3.041 -10.882  0.383
H -1.482 2.969 -9.325  0.364
C -0.673 4.764 -10.009  -0.724
H 1.117 1.673 -12.156  0.332
H 2.130 2.938 -11.176  0.326
H 0.775 3.326 -12.113  0.344
H 0.079 5.025 -10.754  0.328
H -0.241 4.832 -9.011  0.324
H -1.671 5.109 -10.279  0.366
C -4.915 -3.214 -5.732  -1.092
C -6.108 -3.890 -6.320  0.545
O -6.067 -4.999 -6.904  -0.430
N -7.406 -3.084 -6.115  -0.201
H -7.146 -2.333 -5.491  0.404
H -7.561 -2.480 -6.909  0.368
C -8.675 -3.834 -5.540  -0.694
H -5.093 -2.984 -4.681  0.423
H -4.683 -2.349 -6.352  0.352
H -4.114 -3.952 -5.758  0.328
H -9.083 -4.304 -6.434  0.344
H -9.384 -3.162 -5.055  0.339
H -8.353 -4.647 -4.889  0.312
C 2.637 -8.107 10.743  -0.934
C 2.068 -6.850 11.193  0.461
O 1.106 -6.777 11.948  -0.396
N 2.703 -5.589 10.582  -0.177
H 2.399 -4.876 11.230  0.375
H 3.711 -5.638 10.627  0.389
C 2.329 -5.060 9.168  -0.755
H 3.723 -8.017 10.763  0.395
H 2.250 -8.337 9.751  0.296
H 2.493 -8.808 11.566  0.325
H 1.253 -5.211 9.253  0.365
H 2.889 -5.694 8.481  0.332
H 2.629 -4.032 8.965  0.324
C -3.885 8.666 10.359  -1.043
C -2.439 8.279 10.312  0.609
O -1.608 8.666 11.169  -0.396
N -1.996 7.399 9.079  -0.243
H -2.482 6.518 9.164  0.380
H -2.481 7.875 8.332  0.409
C -0.499 7.189 8.741  -0.730
H -4.052 9.542 9.731  0.342
H -4.348 8.962 11.300  0.337
H -4.429 7.909 9.793  0.345
H -0.621 6.951 7.684  0.355
H 0.037 6.500 9.394  0.305
H 0.009 8.153 8.773  0.333
C 8.837 2.436 -4.806  -0.922
C 7.884 1.634 -3.933  0.389
O 8.122 1.357 -2.715  -0.425
N 6.474 1.334 -4.478  -0.095
H 5.989 1.462 -3.601  0.360
H 6.234 2.116 -5.070  0.375
C 6.277 0.052 -5.233  -0.765
H 9.716 2.489 -4.163  0.310
H 8.298 3.383 -4.798  0.357
H 9.074 1.959 -5.757  0.362
H 7.073 -0.554 -4.800  0.348
H 6.548 0.029 -6.288  0.323
H 5.322 -0.463 -5.336  0.383
C -8.724 -0.554 1.662  -1.100
C -7.992 0.086 2.856  0.600
O -8.428 0.229 4.034  -0.435
N -6.704 0.687 2.337  -0.164
H -6.046 -0.076 2.400  0.385
H -6.599 0.732 1.333  0.423
C -6.300 1.935 3.068  -0.846
H -7.931 -1.111 1.164  0.403
H -9.256 0.194 1.074  0.351
H -9.641 -1.043 1.992  0.340
H -5.449 1.744 3.722  0.329
H -7.096 2.506 3.547  0.315
H -5.860 2.624 2.348  0.397
O -2.902 -5.133 0.120  -0.452
C -3.600 -4.720 1.141  0.690
O -3.064 -3.862 1.843  -0.778
O -4.725 -5.231 1.321  -0.773
H -2.131 -4.723 0.519  0.315
O 2.389 -6.507 -4.794  -0.483
C 3.450 -7.259 -4.571  0.642
O 4.302 -6.699 -3.941  -0.799
O 3.527 -8.408 -4.787  -0.656
H 2.545 -5.798 -4.166  0.298
O -6.369 4.279 -4.244  -0.518
C -5.682 3.122 -4.309  0.692
O -5.973 2.023 -3.777  -0.792
O -4.662 3.275 -4.919  -0.733
H -5.542 4.555 -4.646  0.351